(1)
Density functional theory data (wB97M-V/def2-TZVPD) for a molecular structure, C26H39AsN3O6S2Si3W.

Values from the calculation:
- HOMO (spin up / spin down): -10.06 / -10.62 eV
- Kohn-Sham gap (spin up / spin down): 6.7 / 7.0 eV

Geometry as ORCA input:
```
! wB97M-V def2-TZVPD RIJCOSX def2/J DEFGRID3
* xyz 1 3
W -0.36 -1.20 -0.15
As -0.94 1.16 0.39
S -2.31 -2.05 2.69
S 0.04 -3.07 4.17
Si -1.04 1.84 2.66
Si 1.24 2.01 -0.34
Si -3.32 2.09 -2.70
O -2.15 0.81 -2.63
O -0.69 1.51 -4.19
O -1.37 -2.89 -0.29
O -0.95 -4.85 -1.29
O 1.50 -1.48 -0.19
O 3.43 -2.86 -1.45
N 1.52 -2.13 1.99
N -0.65 -1.51 -2.36
N 0.16 -1.81 1.83
C -0.96 -3.66 -1.30
C 5.60 -2.68 -0.43
C -0.08 -2.64 -4.82
C -2.83 1.80 3.18
C -0.27 -1.27 -4.69
C -1.60 -3.44 4.87
C -0.53 3.65 2.63
C -2.56 -2.33 4.47
C 3.61 -2.11 0.80
C 4.40 -1.84 1.92
C 6.37 -2.39 0.68
C -0.60 -2.27 2.78
C 0.03 0.91 3.88
C -0.60 -0.74 -3.45
C -4.51 1.59 -1.37
C 2.16 -1.93 0.91
C -2.50 3.71 -2.33
C -4.05 2.03 -4.41
C 1.90 1.22 -1.90
C 0.99 3.82 -0.72
C -0.28 -3.45 -3.71
C 4.22 -2.54 -0.38
C -1.13 0.68 -3.44
C -0.54 -2.85 -2.50
C 5.77 -1.97 1.87
C 2.50 1.76 1.03
H -5.36 2.27 -1.34
H -2.08 3.70 -1.33
H 3.44 2.23 0.74
H 2.69 0.70 1.19
H -1.14 4.20 1.92
H -1.93 -4.41 4.50
H 0.52 3.81 2.37
H 0.15 -3.07 -5.79
H -4.44 1.04 -4.64
H 6.07 -3.01 -1.35
H -1.49 -3.49 5.95
H -2.94 2.22 4.19
H 3.99 -3.21 -2.15
H -0.70 4.08 3.62
H 0.55 4.38 0.10
H -2.36 -1.40 5.00
H -0.24 -4.52 -3.76
H 1.94 4.28 -0.98
H -3.30 2.29 -5.16
H 6.37 -1.75 2.74
H -4.90 0.58 -1.54
H -4.87 2.74 -4.49
H -1.71 3.93 -3.05
H 1.08 0.88 3.57
H 2.88 1.68 -2.04
H 2.05 0.15 -1.87
H 0.32 3.91 -1.58
H -3.42 2.43 2.50
H 1.31 1.49 -2.77
H 2.19 2.20 1.98
H -0.02 1.44 4.84
H -0.29 -0.11 4.05
H -3.60 -2.62 4.61
H -3.27 0.81 3.17
H 7.44 -2.50 0.63
H -3.24 4.52 -2.38
H -0.22 -0.59 -5.53
H -4.01 1.61 -0.40
H 3.91 -1.51 2.82
*
```

(2)
Density functional theory data (wB97M-V/def2-TZVPD) for a molecular structure, C48H57AsMnN6O2S2SeSi at a distorted geometry.

Values from the calculation:
- HOMO (spin up / spin down): -0.24 / -0.63 eV
- Kohn-Sham gap (spin up / spin down): 4.1 / 4.5 eV

Geometry as ORCA input:
```
! wB97M-V def2-TZVPD RIJCOSX def2/J DEFGRID3
* xyz -2 6
Se 1.57 0.04 2.30
As -0.03 -3.35 -0.04
Mn 0.22 -0.02 0.27
S -2.30 -0.98 2.30
S -1.81 2.16 -2.25
Si -4.36 1.40 -3.99
O 5.21 3.95 -2.49
O 1.47 6.52 2.08
N -0.17 1.97 0.71
N 0.95 -1.85 -0.41
N -1.97 -0.27 -1.00
N 1.25 1.13 -1.38
N -0.51 -1.02 4.33
N -2.31 -2.08 4.82
C -2.49 0.62 -1.94
C 2.70 1.51 -3.25
C 4.16 3.56 -3.39
C 2.50 3.17 -1.56
C 0.49 5.69 2.71
C 2.46 -2.93 -2.05
C -0.97 2.39 1.70
C -5.82 0.48 -4.76
C 3.70 -3.04 -2.68
C 0.24 4.44 1.93
C -4.22 -1.01 -2.52
C -3.65 0.22 -2.73
C -2.87 -5.18 -3.50
C 1.31 -3.75 2.64
C -5.16 2.92 -3.25
C 1.92 -4.64 1.58
C 3.09 2.74 -2.72
C 3.03 -5.40 1.95
C -3.80 -5.82 -4.51
C 2.22 -2.00 -1.02
C 1.42 -4.71 0.25
C -0.84 3.61 2.31
C -1.06 -4.04 -1.63
C -1.57 -5.98 -0.03
C -0.80 -2.03 -3.26
C -2.61 -1.45 -0.85
C 4.55 -1.31 -1.28
C 1.79 0.76 -2.54
C 1.56 -5.97 -2.03
C -2.25 -3.97 -3.74
C 3.67 -6.25 1.06
C -3.63 -2.67 4.69
C -1.70 -1.36 3.82
C -0.33 -1.53 5.60
C 2.02 -5.64 -0.63
C 4.76 -2.23 -2.31
C 1.05 4.03 0.91
C -3.71 -1.88 -1.56
C -1.76 -5.24 -1.34
C -3.28 1.80 -5.46
C 1.54 2.37 -0.90
C 3.31 -1.20 -0.65
C 3.14 -6.37 -0.21
C -2.62 -5.80 -2.27
C -1.36 -3.38 -2.83
C -1.46 -2.20 5.92
C 0.80 2.81 0.26
C 4.88 -7.05 1.48
H 3.41 -5.30 2.96
H -3.12 -6.74 -2.04
H 1.65 -3.56 -2.37
H -3.91 -5.18 -5.39
H 0.82 5.41 3.71
H 5.22 3.30 -1.78
H 3.18 -0.50 0.17
H 1.38 -7.04 -2.11
H -4.29 -1.96 4.20
H 0.23 -3.85 2.68
H -5.72 3.49 -4.01
H -1.54 3.90 3.09
H -4.01 -2.91 5.69
H -5.86 2.61 -2.46
H -0.45 6.24 2.82
H 3.75 4.48 -3.80
H 0.65 -5.46 -2.32
H -3.60 -3.57 4.08
H -2.47 -3.44 -4.67
H -2.20 -6.86 0.01
H -1.81 -5.33 0.82
H -3.83 2.43 -6.18
H -4.40 3.57 -2.80
H 5.65 -7.02 0.71
H 0.58 -1.39 6.16
H 2.77 4.13 -1.14
H -2.38 2.32 -5.14
H -4.79 -5.99 -4.08
H 4.62 -8.10 1.65
H -6.60 0.25 -4.01
H -0.53 -6.29 0.11
H 1.81 7.13 2.73
H 1.72 -4.00 3.63
H -3.41 -6.79 -4.84
H 3.60 -7.05 -0.92
H 1.50 -0.22 -2.90
H 1.89 4.65 0.62
H 5.72 -2.30 -2.80
H 2.34 -5.71 -2.76
H 5.31 -6.66 2.41
H 3.11 1.13 -4.18
H -4.13 -2.86 -1.36
H 0.21 -0.54 3.68
H -1.59 -1.44 -3.74
H 1.52 -2.68 2.46
H 3.82 -3.77 -3.48
H -5.09 -1.31 -3.10
H -1.73 -2.75 6.81
H -2.21 -2.09 -0.09
H 0.01 -2.16 -3.98
H 5.36 -0.67 -0.95
H -1.74 1.70 2.01
H 4.58 2.99 -4.22
H -0.42 -1.47 -2.42
H -6.29 1.10 -5.54
H -5.52 -0.47 -5.23
H -2.98 0.87 -5.98
*
```

(3)
Density functional theory data (wB97M-V/def2-TZVPD) for a single C2H7N3 molecule at a distorted geometry.

Values from the calculation:
- HOMO: -9.07 eV
- Kohn-Sham gap: 10.1 eV
- SMILES: [H]/N=C(/C)NN

Geometry as ORCA input:
```
! wB97M-V def2-TZVPD RIJCOSX def2/J DEFGRID3
* xyz 0 1
N -0.76 -0.54 -0.10
N 0.29 1.53 -0.02
N -2.08 -0.14 0.07
C 1.70 -0.40 0.03
C 0.35 0.27 -0.01
H 1.77 -1.53 -0.29
H -2.14 0.49 0.87
H 2.13 -0.34 1.06
H -0.67 1.85 -0.12
H -2.39 0.27 -0.81
H -0.64 -1.58 0.01
H 2.44 0.12 -0.68
*
```

Energy relative to the best compared isomer or geometry (same formula, charge and spin) across the listed records, respectively: 139.1; 0.0; 126.6 kJ/mol.